A.
This record from the OMol25 dataset describes a single C2H7NOS2 molecule. The level of theory is ωB97M-V/def2-TZVPD.

```
13
Properties=species:S:1:pos:R:3
H -0.734 1.510 -1.369
N -0.807 0.660 -1.775
H 0.163 -1.400 2.231
H 0.394 -0.960 -2.199
S 1.338 0.022 -0.183
S -0.504 0.161 0.761
C 0.494 0.140 -1.868
H 1.236 0.156 2.254
H -0.065 0.117 3.318
H 1.260 0.726 -2.468
C 0.244 -0.309 2.379
H -1.703 0.190 -1.536
O -1.316 -1.013 0.454
```

Results
HOMO energy = -0.3305 Eh
multiplicity = 1

Results of the Mulliken charge analysis, in e, for atoms 1 through 8: number 1, H, carries 0.269; number 2, N, carries -0.679; number 3, H, carries 0.312; number 4, H, carries 0.313; number 5, S, carries -0.187; number 6, S, carries 0.516; number 7, C, carries -0.287; number 8, H, carries 0.249


B.
This record from the OMol25 dataset describes a molecular structure, C2H7NOS2. The level of theory is ωB97M-V/def2-TZVPD.

```
13
Properties=species:S:1:pos:R:3
H 1.030 1.798 -0.072
S -0.743 -2.321 1.468
C 1.099 0.810 -0.502
N -0.193 -1.022 2.289
H -0.868 -0.378 2.637
S -2.177 -1.094 -0.500
H 1.816 0.875 -1.295
H -0.318 1.436 -2.122
C -0.230 0.549 -1.373
H -0.049 -0.386 -1.967
H 1.341 0.099 0.206
O -1.343 0.347 -0.572
H 0.635 -0.711 1.802
```

Results
HOMO energy (spin up / spin down) = -0.3139 / -0.3142 Eh
multiplicity = 1

Results of the Mulliken charge analysis, in e, for atoms 1 through 8: number 1, H, carries 0.291; number 2, S, carries -0.037; number 3, C, carries -1.079; number 4, N, carries -0.400; number 5, H, carries 0.290; number 6, S, carries -0.053; number 7, H, carries 0.356; number 8, H, carries 0.243


Relative energies with respect to the most stable structure, expressed in hartree: A 0.0000; B 0.0305.


A.
This record from the OMol25 dataset describes a single C6H9N3 molecule. The level of theory is ωB97M-V/def2-TZVPD.

```
18
Properties=species:S:1:pos:R:3
H 0.631 -2.351 -0.234
H -0.860 -1.187 -1.644
H -0.787 2.127 0.424
N 1.073 1.879 -1.819
C 0.925 1.003 -1.080
C 0.574 -0.095 -0.134
H 1.307 -0.966 1.736
H -2.771 0.285 -0.138
C -1.877 -0.229 -0.453
N -1.849 -0.889 -1.524
C 1.639 -0.647 0.741
H 1.761 -1.415 -1.368
C -0.905 1.296 1.191
N -0.777 0.050 0.371
H 2.582 -0.192 0.780
H -0.041 1.417 1.856
H -1.811 1.352 1.723
C 1.187 -1.436 -0.427
```

Results
HOMO energy = -0.3473 Eh
multiplicity = 1
SMILES = [H]/N=C\N(C)C1(C#N)CC1

Results of the Mulliken charge analysis, in e, for atoms 1 through 8: number 1, H, carries 0.267; number 2, H, carries 0.355; number 3, H, carries 0.378; number 4, N, carries -0.485; number 5, C, carries 0.230; number 6, C, carries 0.335; number 7, H, carries 0.260; number 8, H, carries 0.362


B.
This record from the OMol25 dataset describes a single C6H9N3 molecule. The level of theory is ωB97M-V/def2-TZVPD.

```
18
Properties=species:S:1:pos:R:3
H 1.593 -1.272 0.020
C -0.625 -0.213 -1.906
C 0.272 0.827 1.810
N -0.941 -2.434 0.699
H 2.630 0.350 0.460
H -1.470 -0.752 -2.278
H 0.443 -0.615 -2.261
H 1.818 0.055 -1.080
C -1.822 0.617 -0.004
H 1.191 0.726 2.375
H -0.430 0.070 2.178
C -0.739 -1.469 0.174
C 1.718 -0.125 0.005
N 0.516 0.621 0.300
H -0.262 1.722 1.914
N -2.567 1.321 0.482
H -0.687 0.685 -2.547
C -0.635 -0.114 -0.342
```

Results
HOMO energy = -0.3598 Eh
multiplicity = 1
SMILES = CN(C)C(C)(C#N)C#N

Results of the Mulliken charge analysis, in e, for atoms 1 through 8: number 1, H, carries 0.270; number 2, C, carries -1.430; number 3, C, carries -0.864; number 4, N, carries -0.450; number 5, H, carries 0.425; number 6, H, carries 0.409; number 7, H, carries 0.292; number 8, H, carries 0.274


Relative energies with respect to the most stable structure, expressed in hartree: A 0.0000; B 0.0260.


A.
This record from the OMol25 dataset describes a single C6H9N3 molecule. The level of theory is ωB97M-V/def2-TZVPD.

```
18
Properties=species:S:1:pos:R:3
C 1.422 -1.384 -0.025
N 1.296 -1.656 1.460
H 2.362 -1.028 -0.512
H -0.882 -1.978 1.521
H 1.170 -2.714 1.548
C 0.220 -0.465 -0.006
N -1.384 2.024 -0.768
C -1.492 0.706 -1.328
C -0.272 2.024 -0.122
N 0.560 0.962 0.223
C -0.799 -0.467 -1.133
H 0.126 3.057 0.123
H -0.792 -1.431 -1.890
H 1.528 1.107 0.689
C -0.045 -1.129 1.401
H 1.402 -2.435 -0.483
H -0.318 -0.291 2.217
H -2.105 0.699 -2.338
```

Results
HOMO energy = -0.3084 Eh
multiplicity = 1
SMILES = C1=CC2(CNC2)NC=N1

Results of the Mulliken charge analysis, in e, for atoms 1 through 8: number 1, C, carries -0.931; number 2, N, carries -0.517; number 3, H, carries 0.285; number 4, H, carries 0.243; number 5, H, carries 0.312; number 6, C, carries 1.428; number 7, N, carries -0.569; number 8, C, carries -0.103


B.
This record from the OMol25 dataset describes a single C6H9N3 molecule. The level of theory is ωB97M-V/def2-TZVPD.

```
18
Properties=species:S:1:pos:R:3
H 1.016 2.665 0.386
C -1.792 -0.562 -1.419
H 1.361 -1.118 2.320
C 0.187 1.911 0.447
H 1.707 1.734 -1.032
H -0.090 -2.182 2.045
H -2.004 1.224 0.473
C -1.098 -1.156 -0.373
H 2.172 -1.099 -0.512
N 0.668 0.561 0.253
N -1.214 2.133 0.653
C 0.135 -0.676 0.501
C 0.565 -1.495 1.607
H -2.806 -0.769 -1.871
H -1.601 0.513 -1.793
C 1.839 0.651 -0.663
H -1.581 -2.073 0.104
N 2.536 -0.261 -1.128
```

Results
HOMO energy = -0.3337 Eh
multiplicity = 1
SMILES = [H]/N=C\N(/C=N\[H])C(=C)C=C

Results of the Mulliken charge analysis, in e, for atoms 1 through 8: number 1, H, carries 0.356; number 2, C, carries -0.770; number 3, H, carries 0.272; number 4, C, carries 0.006; number 5, H, carries 0.268; number 6, H, carries 0.351; number 7, H, carries 0.310; number 8, C, carries -0.117


Relative energies with respect to the most stable structure, expressed in hartree: A 0.0000; B 0.0840.


A.
This record from the OMol25 dataset describes a molecular structure, C35H36HgN3O2S2. The level of theory is ωB97M-V/def2-TZVPD.

```
79
Properties=species:S:1:pos:R:3
H 6.214 -0.667 16.307
C 11.541 1.272 13.361
C 13.872 -1.882 17.125
H 16.944 3.398 12.771
C 15.833 -0.094 18.242
H 11.500 4.798 22.197
C 11.752 -2.434 21.728
C 8.535 0.435 18.557
H 10.904 -2.891 21.228
H 11.753 -3.891 18.688
H 8.933 4.523 22.372
N 11.699 1.376 16.170
C 7.290 -0.109 18.107
H 13.600 2.113 16.017
H 11.576 1.122 12.288
C 4.004 -0.658 19.761
C 13.707 -0.619 22.804
O 11.839 3.174 20.167
N 9.556 2.662 21.666
C 15.156 1.084 20.909
H 7.250 -0.236 13.944
H 8.700 0.702 19.609
H 10.598 6.003 21.202
C 15.319 2.905 11.397
H 13.872 -0.984 16.451
H 2.949 -0.706 19.641
C 10.534 1.010 15.589
H 14.886 -2.316 16.968
H 13.737 -1.543 23.405
C 13.627 -0.882 21.321
H 8.893 2.373 22.384
H 16.164 0.827 21.345
C 15.916 2.984 12.621
H 8.925 0.495 12.537
H 8.917 4.341 20.612
C 13.876 2.101 13.203
O 12.095 5.262 19.270
C 14.505 -0.182 20.458
S 13.712 2.303 11.497
C 9.154 0.552 13.617
H 4.602 -0.197 17.712
C 8.133 0.104 14.428
H 16.654 0.422 18.771
C 4.693 -0.841 20.941
C 11.691 4.480 20.099
C 9.444 0.637 16.386
C 14.688 -0.609 19.118
H 15.449 0.634 17.473
C 12.724 -1.808 20.802
H 10.661 -2.668 19.319
C 4.897 -0.399 18.723
C 8.189 0.159 15.871
H 14.622 -0.086 23.008
H 12.875 -0.018 23.167
H 14.555 1.552 21.718
C 12.708 1.701 13.990
C 9.488 4.126 21.534
C 15.109 2.510 13.674
H 15.300 1.836 20.126
H 4.202 -1.087 21.875
C 12.714 -2.036 19.418
S 6.388 -0.681 20.800
N 9.549 0.727 17.730
H 15.752 3.197 10.422
H 12.156 -3.265 22.289
H 16.322 -0.895 17.670
H 13.169 -2.641 16.778
H 10.495 2.378 21.942
C 10.814 4.940 21.354
H 15.414 2.493 14.703
C 13.743 -1.504 18.566
H 11.425 -2.460 17.770
H 11.344 -1.683 22.437
C 10.402 0.972 14.122
C 7.164 -0.267 16.738
C 12.745 1.752 15.452
C 6.220 -0.405 19.092
C 11.600 -2.817 18.792
Hg 11.494 1.769 18.593
```

Results
HOMO energy (spin up / spin down) = -0.1812 / -0.2810 Eh
multiplicity = 2

Results of the Mulliken charge analysis, in e, for atoms 1 through 8: number 1, H, carries 0.306; number 2, C, carries -0.742; number 3, C, carries -1.713; number 4, H, carries 0.314; number 5, C, carries -1.762; number 6, H, carries 0.318; number 7, C, carries -1.881; number 8, C, carries -0.700


B.
This record from the OMol25 dataset describes a molecular structure, C35H36HgN3O2S2. The level of theory is ωB97M-V/def2-TZVPD.

```
79
Properties=species:S:1:pos:R:3
H 2.350 -2.366 -0.247
H -0.060 0.743 -5.211
H 3.780 1.448 0.165
H -1.200 0.533 -3.873
H 2.567 3.772 6.562
C 4.004 0.509 -0.399
H 1.783 2.591 4.370
H -1.629 -1.205 -1.995
C -3.032 -2.945 -3.525
H -2.701 3.976 0.459
C -0.282 0.121 -4.315
C 3.017 0.352 -1.546
C -0.636 -0.862 4.806
C -3.113 -3.443 -2.231
H -2.288 2.132 -1.328
H -0.457 2.480 -3.465
H -0.962 -1.076 5.834
S -3.905 -5.010 -2.255
H -2.505 -2.866 4.835
N -1.991 2.097 -0.341
C 0.894 0.151 -3.362
C 1.474 -1.017 -2.828
C -1.174 -1.566 3.728
H -1.378 4.067 -0.715
H 2.938 3.539 -2.745
C 1.376 1.421 -2.966
C 0.617 2.687 -3.299
H -2.576 -1.984 -3.802
H 4.261 2.814 -1.860
C -1.773 3.489 0.137
C -2.616 -2.844 -0.983
O 1.401 4.690 0.960
C -1.425 -1.751 1.258
C 2.529 1.525 -2.174
C -0.785 -1.184 2.405
H 4.025 -2.011 -0.813
H 0.675 3.383 -2.461
C -2.665 -3.229 2.742
H 2.950 -2.995 -1.815
C 3.170 2.861 -1.935
H -0.490 -0.893 -4.679
C -3.563 -3.822 -4.517
H -0.958 2.870 2.056
N 0.216 -0.285 2.209
C -1.795 -1.711 -1.039
C -2.348 -2.826 1.397
C 1.436 2.303 7.678
H -0.034 -2.382 -3.608
C -4.043 -4.971 -3.991
H -0.943 4.642 1.729
H 5.044 0.598 -0.746
H 1.499 2.630 8.696
C -0.758 3.645 1.293
C 2.500 -0.911 -1.871
H -3.393 -4.022 2.850
C 1.565 2.220 5.366
C 0.695 0.387 3.251
C 2.987 -2.129 -1.140
C 0.957 -2.389 -3.120
C 0.726 3.633 0.919
H 0.892 -2.960 -2.160
C -2.925 -3.396 0.278
C 0.841 1.059 5.596
N -1.127 -1.220 0.031
C 0.275 0.181 4.565
H 1.660 -2.937 -3.780
H 1.045 3.190 -4.174
S 0.592 0.848 7.281
H 2.780 3.280 -0.986
H -4.537 -5.766 -4.480
H -2.757 1.639 0.167
H -3.632 -4.218 0.327
O 1.292 2.452 0.658
H 3.949 -0.327 0.343
Hg 0.124 0.632 0.016
H 1.404 1.186 2.996
C -2.161 -2.597 3.838
C 1.928 2.910 6.554
H -3.604 -3.575 -5.576
```

Results
HOMO energy (spin up / spin down) = -0.1892 / -0.2834 Eh
multiplicity = 2

Results of the Mulliken charge analysis, in e, for atoms 1 through 8: number 1, H, carries 0.214; number 2, H, carries 0.487; number 3, H, carries 0.303; number 4, H, carries 0.237; number 5, H, carries 0.391; number 6, C, carries -2.312; number 7, H, carries 0.426; number 8, H, carries -0.033


Relative energies with respect to the most stable structure, expressed in hartree: A 0.0568; B 0.0000.